1.
C28H30HgN2P2S | the ωB97M-V functional and the def2-TZVPD basis

Last column: Mulliken spin population.
Geometry (Å):
1 Hg -0.13782 -0.36418 -1.01798  0.468
2 C 1.17905 -1.54833 2.05606  0.004
3 C 2.46984 -0.78512 1.74482  0.010
4 P 2.32773 0.15020 0.16775  0.246
5 C 3.97340 0.04332 -0.58297  0.012
6 C 4.48394 -1.22656 -0.86425  0.011
7 C 5.73988 -1.36458 -1.42896  -0.010
8 C 6.48894 -0.23497 -1.73572  0.018
9 C 5.97856 1.02750 -1.47843  -0.008
10 C 4.71872 1.17206 -0.91253  0.019
11 C 2.10646 1.90371 0.57489  -0.027
12 C 2.71423 2.49352 1.68252  0.003
13 C 2.54496 3.84694 1.92945  -0.001
14 C 1.76509 4.62035 1.07997  0.002
15 C 1.16827 4.04494 -0.03279  0.000
16 C 1.34952 2.69390 -0.28951  0.000
17 P -0.22188 -0.33466 2.08253  0.036
18 C -1.70436 -1.40902 2.14538  -0.055
19 C -2.84110 -0.94591 2.81222  0.003
20 C -4.02664 -1.66376 2.77425  0.001
21 C -4.10922 -2.83871 2.03694  0.003
22 C -2.99343 -3.29865 1.35474  -0.013
23 C -1.79818 -2.59157 1.41253  0.058
24 C -0.10377 0.25700 3.80925  0.000
25 C -0.20447 -0.60979 4.89975  -0.001
26 C -0.08296 -0.12465 6.19046  -0.001
27 C 0.13496 1.23328 6.40680  0.000
28 C 0.22816 2.10107 5.33136  -0.001
29 C 0.10997 1.61305 4.03439  -0.002
30 H 1.26868 -2.07090 3.00925  0.000
31 H 0.99452 -2.28505 1.27258  0.005
32 H 3.31838 -1.46285 1.65778  0.002
33 H 2.68822 -0.06540 2.53565  -0.001
34 H 3.89261 -2.11028 -0.64808  -0.001
35 H 6.13255 -2.35111 -1.63623  0.000
36 H 7.46686 -0.34170 -2.18596  0.001
37 H 6.56023 1.90742 -1.71928  0.000
38 H 4.32358 2.16087 -0.71885  0.003
39 H 3.32986 1.90680 2.35238  0.001
40 H 3.02593 4.30127 2.78585  0.000
41 H 1.63224 5.67558 1.27874  0.000
42 H 0.56319 4.64474 -0.69942  0.000
43 H 0.89983 2.25240 -1.17238  0.004
44 H -2.78878 -0.02068 3.37501  0.001
45 H -4.88734 -1.30826 3.32725  0.000
46 H -5.03201 -3.40349 2.00938  0.000
47 H -3.05012 -4.21170 0.77606  0.000
48 H -0.93141 -2.99509 0.90421  0.024
49 H -0.39404 -1.66498 4.73664  0.000
50 H -0.15941 -0.80299 7.03025  0.000
51 H 0.22188 1.60976 7.41762  0.000
52 H 0.38950 3.15783 5.50087  0.000
53 H 0.17883 2.29025 3.18976  0.000
54 C -6.04243 0.29639 0.63806  0.003
55 N -4.77004 0.98642 0.51520  0.012
56 C -3.73596 0.54659 -0.20051  0.002
57 N -3.91127 -0.56262 -0.92969  -0.009
58 S -2.25831 1.38758 -0.15878  0.170
59 H -6.64209 0.80782 1.38418  0.000
60 H -5.89125 -0.73556 0.96136  0.000
61 H -6.59422 0.30512 -0.30444  0.000
62 H -4.60284 1.81440 1.06156  0.005
63 H -4.81663 -0.97962 -1.05971  0.002
64 H -3.15569 -0.87135 -1.51584  0.002

Forces on atoms 1 to 2 (eV/Å):
0.0 0.2 0.2
-0.1 0.1 0.1

Properties
- E (hartree) = -2428.6170
- 2S+1 = 2
- charge = +1

---

2.
C5H10O | the ωB97M-V functional and the def2-TZVPD basis

Last column: Mulliken charge in e.
Geometry (Å):
1 C -1.40524 1.73336 0.53278  -1.158
2 C -0.62786 0.77738 -0.30996  0.263
3 C 0.70244 0.66285 -0.40200  -0.739
4 C 1.23632 -0.69017 -0.82971  -0.327
5 C 0.46860 -1.78185 0.00355  -0.560
6 O -0.17590 -1.21861 1.12847  -0.547
7 H -2.08462 1.16790 1.18819  0.308
8 H -2.01691 2.39240 -0.08574  0.351
9 H -0.74610 2.32875 1.17116  0.297
10 H -1.22848 0.00309 -0.79443  0.203
11 H 1.36271 1.43221 0.00103  0.266
12 H 2.31491 -0.78059 -0.65642  0.296
13 H 1.07267 -0.84650 -1.90208  0.276
14 H 1.15230 -2.55416 0.36924  0.311
15 H -0.28541 -2.27782 -0.62301  0.302
16 H 0.26057 -0.34823 1.20892  0.458

Forces on atoms 1 to 2 (eV/Å):
0.0 0.2 -0.1
0.2 0.3 -0.3

Properties
- E (hartree) = -271.6904
- 2S+1 = 1
- charge = 0
- ΔE to the lowest compared entry with this formula, charge and spin (eV) = 1.693

---

3.
C2H8NO2 | the ωB97M-V functional and the def2-TZVPD basis

Last column: Mulliken charge in e.
Geometry (Å):
1 C -0.73929 1.86198 0.39025  -0.774
2 C 1.16071 0.78445 -0.33813  -0.049
3 N -0.05814 0.65405 -0.04974  0.016
4 O -0.47238 -2.90892 -0.32349  -0.212
5 O 0.25990 -1.68209 -0.44245  -0.640
6 H -1.89254 1.67637 0.24957  0.272
7 H -0.68659 1.85181 1.45396  0.374
8 H -0.37152 2.83728 -0.00995  0.322
9 H 1.92029 0.05556 -0.51194  0.298
10 H 1.70199 1.80501 -0.40462  0.210
11 H -0.51537 -0.31971 0.09960  0.299
12 H -0.52765 -3.10497 0.66757  0.435
13 H 0.22058 -3.51081 -0.78064  0.449

Forces on atoms 1 to 2 (eV/Å):
-3.6 -0.1 -0.3
2.3 2.0 -0.5

Properties
- E (hartree) = -285.7766
- 2S+1 = 1
- charge = +1
- ΔE to the lowest compared entry with this formula, charge and spin (eV) = 6.582

---

4.
C18H20BF2N2 | the ωB97M-V functional and the def2-TZVPD basis

Last column: Mulliken charge in e.
Geometry (Å):
1 F -4.35777 0.76986 3.63735  -0.322
2 C -3.06028 0.40733 3.35382  0.246
3 C -2.02728 1.16180 3.91767  -0.509
4 C -0.71577 0.77118 3.64669  -0.659
5 C -0.42992 -0.32642 2.80782  0.378
6 C 1.04363 -0.47486 2.38191  -0.934
7 C 1.70876 -1.73411 1.86534  0.607
8 C 3.03302 -2.00941 2.27023  -0.538
9 C 3.76870 -3.04934 1.70935  -0.677
10 C 3.13424 -3.84239 0.75804  0.388
11 F 3.71491 -5.04252 0.38694  -0.301
12 C 1.83243 -3.59679 0.31383  -0.816
13 C 1.15043 -2.49482 0.84275  0.040
14 C -1.49372 -1.17667 2.44456  -0.185
15 C -2.82600 -0.76834 2.65810  -0.680
16 H -2.23797 2.00150 4.57206  0.440
17 H 0.11453 1.32067 4.09888  0.363
18 H 1.66225 -0.14825 3.22438  0.425
19 H 3.47920 -1.33898 3.00359  0.351
20 H 4.78837 -3.29420 2.04155  0.398
21 H 1.35142 -4.26646 -0.40267  0.413
22 H 0.19220 -2.18637 0.41344  0.121
23 H -1.29753 -2.16722 2.03764  0.597
24 H -3.67487 -1.39490 2.35397  0.466
25 H 1.24098 0.30268 1.66844  0.382
26 B 1.19214 2.57344 -2.78763  -0.065
27 H 1.23281 3.61806 -2.19886  0.031
28 H 2.12201 1.88166 -3.09931  0.039
29 C -0.19265 1.86829 -2.78378  0.122
30 N -0.60160 2.30540 -4.00940  0.207
31 C 0.30375 3.14816 -4.74822  -0.712
32 C -1.79125 1.75442 -4.35435  -0.385
33 C -2.18342 0.97794 -3.28581  -0.313
34 N -1.17404 1.07143 -2.32665  0.173
35 C -1.29512 0.37676 -1.04157  -0.949
36 H -0.06769 3.48101 -5.71504  0.367
37 H 0.52797 4.02927 -4.11966  0.282
38 H 1.24047 2.59543 -4.93482  0.314
39 H -2.25692 1.95384 -5.31623  0.444
40 H -3.06060 0.36580 -3.11853  0.433
41 H -2.30782 -0.04086 -1.02130  0.161
42 H -0.56340 -0.44746 -0.96100  0.453
43 H -1.21862 1.06444 -0.18353  0.400

Forces on atoms 1 to 2 (eV/Å):
1.1 -0.3 -0.4
-0.4 0.2 0.7

Properties
- E (hartree) = -1031.6838
- 2S+1 = 1
- charge = +1
- ΔE to the lowest compared entry with this formula, charge and spin (eV) = 0.993

---

5.
C47H48FN6O4Pt | the ωB97M-V functional and the def2-TZVPD basis

Last column: Mulliken spin population.
Geometry (Å):
1 Pt 1.06962 -1.59407 0.81896  0.672
2 C -0.37326 -7.09277 2.26122  0.001
3 C 0.63217 -7.65633 1.28472  -0.002
4 C 1.13029 -8.91642 1.52402  0.000
5 C 1.97804 -9.54575 0.68242  0.000
6 C 2.33680 -8.90765 -0.50600  0.001
7 C 1.88693 -7.59964 -0.82674  -0.001
8 C 0.99636 -7.00689 0.04821  0.002
9 N 0.49518 -5.66255 -0.24182  -0.002
10 C 1.09773 -4.50665 0.14967  -0.023
11 N 2.37595 -4.49811 0.66890  0.059
12 C 3.34403 -3.43509 0.68679  0.128
13 C 2.99168 -2.04277 0.56636  -0.028
14 C 4.04795 -1.19727 0.08788  0.019
15 C 5.30097 -1.63217 -0.16998  -0.003
16 C 5.68859 -2.96141 0.20860  0.052
17 C 4.73837 -3.82244 0.70675  -0.027
18 C 5.08844 -5.26798 0.99681  0.000
19 N 0.44438 -3.36659 0.01209  0.096
20 C -0.96329 -3.31330 -0.23268  0.022
21 C -1.88575 -3.90210 0.66015  0.003
22 C -3.16900 -4.16180 0.23983  0.000
23 C -3.71188 -3.61944 -0.93218  0.002
24 C -2.82645 -2.91655 -1.78381  -0.003
25 C -1.46650 -2.67513 -1.39062  -0.022
26 C -0.63218 -1.80734 -2.28692  -0.002
27 H -0.13555 -7.36376 3.27824  0.000
28 H -1.38241 -7.49307 2.03264  0.000
29 H -0.50244 -6.02816 2.28989  0.000
30 H 1.05420 -9.37897 2.53115  0.000
31 H 2.37690 -10.46105 1.01747  0.000
32 H 3.04876 -9.38839 -1.19158  0.000
33 H 2.23981 -7.02061 -1.69415  0.000
34 H -0.39256 -5.52160 -0.68559  0.000
35 H 2.84461 -5.41655 0.60080  -0.014
36 H 3.76551 -0.11473 -0.09457  -0.003
37 H 6.04550 -0.91981 -0.59458  0.000
38 H 6.72133 -3.25171 0.20656  0.004
39 H 6.15984 -5.47946 1.21528  0.000
40 H 4.78543 -5.92135 0.21554  -0.001
41 H 4.56616 -5.59953 1.87425  -0.001
42 H -1.63970 -4.14139 1.69152  -0.001
43 H -3.81900 -4.78044 0.87311  0.001
44 H -4.72554 -3.71122 -1.18653  0.000
45 H -3.21858 -2.51404 -2.70188  0.000
46 H -0.93747 -0.75628 -2.26777  0.001
47 H -0.77378 -2.10106 -3.32571  -0.001
48 H 0.44579 -1.89435 -2.04479  -0.001
49 F 4.04611 4.23397 0.80719  -0.003
50 C 2.68977 4.12076 0.89882  -0.103
51 C 2.21700 2.87257 1.18543  0.233
52 C 0.82433 2.55075 1.08820  -0.089
53 C 0.36155 1.22221 1.17079  0.312
54 O 1.32228 0.32265 1.45124  0.087
55 C -1.04294 1.00880 1.18354  -0.097
56 C -1.87298 2.06052 1.22647  0.187
57 N -1.46130 3.36998 0.96730  0.063
58 C -2.51405 4.31948 0.87766  0.006
59 C -2.52381 5.51095 1.78927  0.008
60 C -3.52776 4.39834 1.97349  0.002
61 C -0.05583 3.62949 0.85862  0.116
62 C 0.45709 4.91648 0.47531  0.035
63 C 1.85738 5.16455 0.43931  0.160
64 N 2.29801 6.47556 0.19072  0.023
65 C 1.88054 7.46171 1.19172  0.017
66 C 2.63425 8.77324 0.95583  0.005
67 N 4.07738 8.46241 0.54177  0.000
68 C 4.10797 7.82606 -0.88847  0.000
69 C 2.89395 6.89962 -1.07078  0.013
70 C -1.68278 -0.27435 1.64763  -0.025
71 O -2.84660 -0.29089 1.95164  0.005
72 O -0.93403 -1.34253 1.58710  0.037
73 H 2.81615 2.03036 1.46511  0.054
74 H -2.93584 1.91619 1.39352  0.034
75 H -2.88623 4.65205 -0.09453  -0.001
76 H -2.98851 6.43649 1.37818  0.000
77 H -1.64390 5.54410 2.41019  -0.003
78 H -4.52833 4.63731 1.58606  -0.002
79 H -3.38236 3.76982 2.81527  0.000
80 H -0.15622 5.71858 0.20474  0.003
81 H 2.12191 7.08294 2.20843  -0.005
82 H 0.76795 7.54722 1.25819  -0.002
83 H 2.65187 9.49322 1.75769  0.001
84 H 2.25884 9.27683 0.05691  0.000
85 H 4.55994 7.82408 1.25451  0.000
86 H 4.56193 9.33617 0.48967  0.000
87 H 5.07229 7.33070 -1.07735  0.000
88 H 4.05838 8.72206 -1.52572  0.000
89 H 3.22348 5.92962 -1.53871  0.000
90 H 2.04708 7.35319 -1.67396  -0.004
91 C -7.42568 0.20871 -1.50168  0.000
92 C -6.12525 -0.29977 -2.12168  0.000
93 O -5.82018 -1.44698 -2.32945  0.000
94 C -5.13933 0.79106 -2.44966  0.000
95 C -3.97282 0.35313 -3.09191  0.000
96 C -2.90009 1.23826 -3.30865  0.002
97 C -3.08217 2.62639 -2.97372  0.002
98 C -4.27650 3.02419 -2.30464  0.004
99 C -5.35698 2.19266 -2.18608  -0.002
100 H -8.13310 -0.61309 -1.29745  0.000
101 H -7.84147 1.06452 -2.11303  0.000
102 H -7.10233 0.72801 -0.57047  0.000
103 H -3.90769 -0.68867 -3.26921  0.000
104 H -1.89491 0.88648 -3.65121  0.000
105 H -2.26991 3.40524 -3.11306  -0.001
106 H -4.35472 4.07368 -1.95773  -0.002
107 H -6.36279 2.52872 -1.90029  0.000

Forces on atoms 1 to 2 (eV/Å):
-1.5 0.9 0.4
-0.6 -0.3 -0.3

Properties
- E (hartree) = -2668.0770
- 2S+1 = 3
- charge = +1
- ΔE to the lowest compared entry with this formula, charge and spin (eV) = 0.000

---

Among the records above, which one has the lowest charge?
C5H10O